A structure of composition C56H52BrClLaN9O2S3 at a distorted geometry, computed with wB97M-V/def2-TZVPD.

Output
LUMO energy = -0.21 eV
relative energy (zero: lowest compared OMol25 entry of this formula, charge and spin) = 0.0 kJ/mol
total charge = 0
HOMO = -5.97 eV
strongest force on any atom = 2.0 eV/Å
frontier orbital gap = 5.8 eV

Structure (XYZ):
```
125
C56H52BrClLaN9O2S3 | OMol25 | wB97M-V/def2-TZVPD
La 1.401 -1.617 0.065
C -1.149 -6.087 -5.930
C -0.405 -5.241 -4.941
C 0.918 -4.856 -5.132
C 1.539 -4.043 -4.222
C 0.917 -3.557 -3.042
N 1.571 -2.683 -2.235
C 2.623 -2.000 -2.844
C 2.391 -1.228 -3.996
C 3.393 -0.540 -4.642
C 4.700 -0.583 -4.164
C 5.819 0.155 -4.836
C 4.955 -1.332 -3.027
C 3.954 -2.048 -2.380
N 4.323 -2.852 -1.285
C 5.472 -3.544 -1.171
C 5.451 -4.180 0.050
C 4.233 -3.807 0.618
N 3.559 -3.008 -0.201
C -0.384 -4.076 -2.790
C -1.014 -4.847 -3.766
N -1.080 -3.894 -1.577
C -2.136 -4.631 -1.165
C -2.491 -4.195 0.092
C -1.580 -3.184 0.377
N -0.735 -3.008 -0.636
H -0.617 -6.146 -6.876
H -2.140 -5.677 -6.116
H -1.276 -7.101 -5.546
H 1.457 -5.180 -6.011
H 2.565 -3.755 -4.396
H 1.383 -1.188 -4.385
H 3.165 0.023 -5.539
H 5.468 0.648 -5.739
H 6.629 -0.530 -5.087
H 6.220 0.915 -4.167
H 5.959 -1.365 -2.629
H 6.197 -3.579 -1.960
H 6.201 -4.818 0.470
H 3.812 -4.104 1.559
H -2.043 -5.133 -3.624
H -2.565 -5.422 -1.741
H -3.283 -4.562 0.714
H -1.484 -2.613 1.279
N 0.038 -0.672 1.769
S -1.149 -0.221 2.456
N -1.236 1.414 2.872
S -1.538 2.492 1.814
N -1.131 2.382 0.337
S 0.327 1.787 -0.266
N 0.320 0.400 -0.700
C 0.520 2.879 -1.694
C -0.434 3.806 -2.070
C -0.203 4.591 -3.189
C 0.970 4.440 -3.912
C 1.904 3.483 -3.549
C 1.676 2.693 -2.436
C 1.423 2.530 0.988
C 1.832 1.849 2.119
C 2.605 2.515 3.057
C 2.966 3.836 2.856
C 2.542 4.508 1.722
C 1.754 3.855 0.790
C -3.324 2.743 1.745
C -3.995 2.741 0.537
C -5.375 2.844 0.540
C -6.063 2.947 1.737
C -5.379 2.944 2.943
C -4.000 2.844 2.948
C -0.943 4.006 2.597
C -1.140 5.223 1.967
C -0.659 6.374 2.568
C 0.009 6.297 3.781
C 0.202 5.073 4.398
C -0.281 3.919 3.807
C -2.739 -0.383 1.595
C -2.711 -0.343 0.214
C -3.897 -0.447 -0.490
C -5.091 -0.599 0.197
C -5.109 -0.635 1.582
C -3.924 -0.521 2.291
C -1.463 -0.971 4.066
C -2.100 -0.280 5.081
C -2.435 -0.956 6.242
C -2.143 -2.307 6.369
C -1.464 -2.975 5.362
C -1.112 -2.302 4.205
H -1.332 3.908 -1.478
H -0.937 5.325 -3.489
H 1.165 5.068 -4.767
H 2.814 3.357 -4.116
H 2.391 1.949 -2.128
H 1.573 0.811 2.261
H 2.938 1.983 3.935
H 3.591 4.340 3.577
H 2.833 5.533 1.551
H 1.417 4.371 -0.097
H -3.426 2.651 -0.374
H -5.916 2.839 -0.392
H -7.137 3.039 1.731
H -5.920 3.016 3.873
H -3.433 2.844 3.868
H -1.665 5.256 1.024
H -0.806 7.331 2.092
H 0.371 7.200 4.249
H 0.727 5.016 5.338
H -0.156 2.947 4.255
H -1.763 -0.239 -0.294
H -3.873 -0.427 -1.569
H -6.013 -0.707 -0.352
H -6.043 -0.766 2.109
H -3.916 -0.556 3.369
H -2.315 0.770 4.942
H -2.938 -0.436 7.046
H -2.436 -2.842 7.260
H -1.216 -4.020 5.464
H -0.553 -2.798 3.423
O -0.970 -0.617 -2.951
H -0.472 -1.432 -3.065
H -0.470 -0.115 -2.286
O 2.832 -1.230 2.519
H 3.786 -1.220 2.366
H 2.554 -2.150 2.703
Cl 1.212 -3.644 1.909
Br 3.560 0.311 -0.175
```